[1]
Formula: C20H55BrN15O30S
Source: OMol25
Level of theory: the ωB97M-V functional and the def2-TZVPD basis

The charge is +1. Its orbital gap is 7.9 eV.

Cartesian coordinates (Å):
C -2.8000 0.7338 -1.9613
C -3.6149 0.1125 -0.8069
C -3.5142 -1.4297 -0.7119
S -3.6745 -1.9007 1.0233
C -2.4790 -3.1709 1.4436
C -1.7479 -2.7282 2.7266
C -0.5701 -1.7841 2.4231
Br -1.1781 -4.2830 3.7170
O -5.0342 -2.7521 1.0844
N -6.2679 -2.1167 1.8370
O -6.0951 -1.0826 2.2660
H -3.4114 0.9379 -2.8510
H -1.9174 0.1474 -2.2472
H -2.4277 1.7138 -1.6225
H -4.6761 0.3713 -0.9504
H -3.3164 0.5763 0.1444
H -2.5871 -1.8621 -1.1102
H -4.3815 -1.9127 -1.1900
H -3.0449 -4.1034 1.5900
H -1.7857 -3.3298 0.6045
H -2.4458 -2.1889 3.3847
H -0.1026 -2.0345 1.4605
H 0.1862 -1.8268 3.2132
H -0.9471 -0.7492 2.3549
C 0.1618 2.3366 -4.7204
N -0.8301 1.2559 -4.9870
O -0.4983 0.1002 -4.7870
O -1.9254 1.6010 -5.3800
H 1.0872 1.8822 -4.3825
H 0.3000 2.8827 -5.6488
H -0.2630 2.9823 -3.9561
C 2.0674 -1.9792 -5.4791
N 3.0144 -0.8357 -5.4753
O 3.7288 -0.6667 -6.4412
O 3.0133 -0.1213 -4.4845
H 2.1807 -2.5180 -6.4095
H 2.3165 -2.5966 -4.6230
H 1.0674 -1.5712 -5.3743
C 4.8780 1.4088 -2.2975
N 4.5988 2.6701 -1.5605
O 3.8954 3.4885 -2.1192
O 5.0816 2.8007 -0.4514
H 4.3617 1.4576 -3.2484
H 5.9535 1.3286 -2.4263
H 4.5067 0.5883 -1.6906
C -3.4202 -7.6375 3.2820
N -2.4778 -7.1880 2.2228
O -1.3057 -7.4631 2.3421
O -2.9505 -6.5324 1.3044
H -2.8531 -8.1882 4.0233
H -3.8759 -6.7465 3.7051
H -4.1714 -8.2595 2.8037
C -7.3787 -0.0420 5.2753
N -7.3928 1.1549 6.1612
O -7.9904 2.1392 5.7752
O -6.7946 1.0594 7.2139
H -7.9595 0.1929 4.3892
H -6.3416 -0.2579 5.0391
H -7.8196 -0.8638 5.8322
C -2.5123 -1.3789 6.9945
N -3.6891 -1.8017 6.1860
O -3.7708 -2.9698 5.8583
O -4.4995 -0.9428 5.8865
H -1.8988 -2.2515 7.1705
H -1.9804 -0.6274 6.4195
H -2.8896 -0.9537 7.9202
C 0.7699 -1.9462 -9.6157
N 0.1351 -3.0823 -8.8862
O 0.2185 -3.1031 -7.6688
O -0.4270 -3.9253 -9.5523
H 1.2293 -1.2846 -8.8924
H 1.5029 -2.3686 -10.2943
H -0.0173 -1.4515 -10.1762
C 2.6041 -1.3191 7.4224
N 1.2040 -1.1765 6.9475
O 1.0102 -0.9181 5.7726
O 0.3139 -1.3320 7.7634
H 3.2618 -1.1546 6.5767
H 2.7609 -0.5803 8.2026
H 2.7158 -2.3204 7.8290
C 1.7838 6.3762 -1.0296
N 0.7607 5.8233 -1.9600
O 0.7984 4.6229 -2.1685
O -0.0389 6.5913 -2.4511
H 2.4050 5.5497 -0.7035
H 2.3549 7.1117 -1.5895
H 1.2617 6.8468 -0.2024
C -2.1471 -5.5899 -1.5447
N -1.4287 -4.3902 -2.0414
O -1.6595 -3.3243 -1.4788
O -0.6469 -4.5361 -2.9487
H -2.7890 -5.2774 -0.7323
H -2.7172 -6.0138 -2.3665
H -1.3960 -6.2945 -1.1992
C 3.0198 1.3449 -12.6697
N 2.3976 0.1957 -11.9566
O 2.4740 0.1642 -10.7421
O 1.8492 -0.6466 -12.6381
H 3.4644 2.0008 -11.9307
H 3.7636 0.9362 -13.3472
H 2.2312 1.8398 -13.2287
C 2.1619 -4.5590 11.4324
N 2.5893 -3.5616 10.4121
O 2.3124 -2.3946 10.5962
O 3.1986 -3.9881 9.4461
H 1.6388 -4.0315 12.2212
H 1.5201 -5.2770 10.9307
H 3.0599 -5.0471 11.7994
C 3.2909 10.2045 1.4813
N 2.1960 9.2230 1.2707
O 2.4779 8.0411 1.3915
O 1.0979 9.6415 0.9714
H 4.1870 9.6518 1.7276
H 3.4123 10.7574 0.5546
H 2.9935 10.8699 2.2869
C 6.2816 6.6910 -0.1456
N 6.2721 7.9853 0.5913
O 5.7486 8.9465 0.0560
O 6.7805 7.9978 1.6929
H 5.7929 6.8409 -1.1011
H 7.3207 6.3988 -0.2659
H 5.7532 5.9669 0.4681

Force components x, y, z for each atom (eV/Å):
0.1042 0.5131 0.1253
-0.2513 0.0837 -0.1908
-0.3500 0.4042 -0.1912
-0.1382 0.2435 0.0854
0.4910 -0.5847 0.3403
-0.0103 0.8153 -0.1486
-0.1787 -0.0008 -0.1390
0.0749 -0.1934 -0.0619
0.3693 -0.1753 -0.3940
-0.5161 1.0001 0.7629
0.1222 -0.9115 -0.4868
0.2194 -0.3323 0.2148
-0.2928 -0.0149 0.0626
-0.1113 -0.2917 -0.1774
0.3210 -0.0054 0.1917
0.0465 -0.2022 -0.2281
-0.5497 0.5181 0.2984
0.4500 -0.0301 0.0237
-0.0085 0.3612 -0.0549
-0.3193 0.2024 0.3042
0.1274 -0.4448 -0.0625
-0.0109 -0.0337 0.3162
-0.2246 0.1248 -0.1536
0.1682 -0.2896 0.0132
0.1380 -0.1003 0.0953
-0.0986 0.0490 -0.0422
-0.0379 0.1249 0.0162
0.1280 -0.0920 0.0869
-0.0390 -0.0522 -0.0263
-0.0747 0.0392 0.0255
0.0073 0.0694 -0.0638
0.0578 -0.0908 -0.0829
0.1306 0.1721 -0.0458
-0.1714 -0.0424 0.1631
-0.0040 -0.0560 -0.0617
0.0109 0.0310 0.0038
-0.0238 -0.0048 0.0867
-0.0033 0.0134 0.0341
-0.0537 -0.0505 -0.1208
-0.0655 0.0350 -0.0467
0.0973 0.0941 0.1834
-0.0462 0.0196 -0.1615
0.0315 -0.0361 0.0177
0.0048 0.0141 0.0882
0.0562 0.0129 0.0388
0.0436 -0.1116 0.0390
0.2791 0.1174 0.1396
-0.3243 0.0203 -0.1405
0.0124 -0.0622 0.1068
-0.0017 0.0066 -0.0279
-0.0063 0.0110 -0.0403
-0.0214 0.0429 -0.0038
-0.1695 0.0797 -0.2115
0.0354 0.1028 0.1229
0.0999 -0.1317 0.0362
-0.1101 0.0110 -0.1503
-0.0269 0.0289 0.0648
-0.1052 -0.0173 0.1148
0.0784 -0.0063 0.0394
-0.0842 -0.1649 0.0072
-0.0706 0.0504 0.0294
-0.0270 0.1154 -0.0844
0.2892 -0.1788 -0.0640
-0.0075 0.0250 -0.0208
0.0022 0.0165 0.0323
-0.0064 0.0590 -0.0422
-0.0388 -0.0828 0.1525
-0.1081 -0.1693 0.0231
-0.0123 0.0264 -0.1873
0.0930 0.1650 0.1003
-0.0074 -0.0331 -0.0050
-0.0473 0.0170 -0.0468
0.0443 -0.0186 -0.0597
0.1452 0.0344 -0.1639
-0.2933 -0.0009 -0.0715
0.0576 -0.0520 0.1170
0.3111 0.0214 -0.0342
-0.0510 0.0204 -0.0070
-0.0606 -0.0686 0.0638
-0.0298 0.0500 0.0803
-0.0500 -0.0919 -0.0458
0.0521 -0.0496 -0.0292
-0.2028 -0.0178 -0.0889
0.1445 -0.1354 0.0780
0.0100 0.0352 -0.0099
-0.0460 0.0637 0.0457
0.0066 0.0463 -0.0731
-0.1467 -0.0325 0.1194
0.4731 -0.3719 -0.5375
0.4857 -0.4702 -0.2920
-0.3302 0.1956 0.3548
-0.0035 -0.0839 -0.0174
0.1012 0.0367 -0.0769
-0.0074 -0.0091 -0.0271
0.0431 0.0519 0.0807
-0.0657 -0.1550 0.0240
0.0233 0.1097 -0.1746
0.0760 0.1370 0.1030
-0.0140 -0.0251 -0.0036
-0.0416 -0.0040 -0.0281
0.0134 -0.0366 -0.0327
-0.0335 0.0815 0.0703
0.0630 0.1036 -0.0768
0.0360 -0.1935 -0.0138
-0.1334 0.0346 0.1216
0.0156 0.0063 -0.0267
0.0456 -0.0161 -0.0142
-0.0066 -0.0232 -0.0422
0.0803 0.0632 0.1268
-0.0509 -0.1488 -0.1010
-0.0405 0.1258 0.0656
0.1985 -0.0413 0.0813
0.0114 0.0485 0.0004
-0.0371 0.0204 0.0167
-0.1008 0.0098 -0.0620
-0.0436 0.0277 -0.0753
-0.0336 0.1006 0.1229
0.0979 -0.1880 -0.0119
-0.0873 -0.0098 -0.1728
0.0087 0.0113 0.0214
-0.0105 -0.0233 0.0473
0.0415 -0.0113 0.0081

Atomic partial charges in e from the Löwdin method, atoms 1 to 2: atom 1 (C): -0.086, atom 2 (C): -0.276

***

[2]
Formula: C29H46IrN4S3Si4
Source: OMol25
Level of theory: the ωB97M-V functional and the def2-TZVPD basis

The charge is +1. Its orbital gap is 6.5 eV.

Cartesian coordinates (Å):
Ir 0.6887 0.9899 0.9545
C -1.7932 -0.8199 5.2464
S -1.9640 0.9242 4.8327
C -1.0338 1.1028 3.3815
S -0.2687 -0.2483 2.5998
N -0.9642 2.3337 2.9611
N -0.1589 2.4608 1.8552
C 0.2289 3.6506 1.5335
C 1.1492 3.7600 0.4116
C 1.5891 4.9693 -0.0938
C 2.4795 4.9631 -1.1582
C 2.9041 3.7546 -1.6742
C 2.4216 2.5767 -1.1241
N 1.5652 2.5713 -0.1027
H -2.1154 -0.8915 6.2839
H -0.7585 -1.1466 5.1833
H -2.4288 -1.4456 4.6256
H -0.1062 4.5016 2.1112
H 1.2395 5.8939 0.3438
H 2.8353 5.8957 -1.5746
H 3.5928 3.7077 -2.5055
H 2.7325 1.6098 -1.4869
C -3.6228 -1.3040 1.3218
Si -2.3836 -1.3443 -0.0888
C -1.1622 -2.7424 0.2074
C -3.3413 -1.8429 -1.6271
Si -1.2713 0.7454 -0.3933
Si -0.6013 0.9189 -2.6638
C -1.8496 0.3377 -3.9361
C 0.9444 -0.1379 -2.8831
C -0.2520 2.7131 -3.1327
Si -3.0146 2.3594 -0.2035
C -4.2928 1.8796 -1.4945
C -2.4480 4.1147 -0.6048
C -3.8920 2.4538 1.4522
H -4.0090 -2.3115 1.4970
H -4.4752 -0.6631 1.0890
H -3.1634 -0.9412 2.2410
H -1.6704 -3.6943 0.3792
H -0.5155 -2.5488 1.0626
H -0.5417 -2.8485 -0.6848
H -4.0459 -2.6289 -1.3412
H -2.6819 -2.2565 -2.3915
H -3.9138 -1.0322 -2.0772
H -2.2005 -0.6784 -3.7760
H -1.3491 0.3674 -4.9090
H -2.7202 0.9921 -3.9952
H 0.6788 -1.1986 -2.8658
H 1.6490 0.0130 -2.0679
H 1.4534 0.0608 -3.8300
H -1.1985 3.2111 -3.3595
H 0.3689 2.7765 -4.0297
H 0.2242 3.2897 -2.3392
H -3.9044 1.9720 -2.5107
H -5.1630 2.5354 -1.4120
H -4.6432 0.8553 -1.3550
H -2.1752 4.2270 -1.6563
H -1.5849 4.4004 -0.0056
H -3.2456 4.8295 -0.3882
H -4.2870 1.4922 1.7805
H -4.7336 3.1465 1.3617
H -3.2381 2.8345 2.2352
N 2.5633 -0.0821 0.5502
S 3.5947 -1.3226 0.4289
C 3.5200 -2.3818 1.8649
C 4.3596 -3.4884 1.8927
C 4.3332 -4.3170 3.0012
C 3.4828 -4.0326 4.0644
C 2.6652 -2.9145 4.0249
C 2.6827 -2.0749 2.9185
C 3.0194 -2.4398 -0.8096
C 2.0281 -3.3722 -0.5400
C 1.6464 -4.2487 -1.5409
C 2.2653 -4.1957 -2.7848
C 3.2695 -3.2720 -3.0367
C 3.6593 -2.3880 -2.0406
H 3.1740 0.7149 0.7164
H 5.0182 -3.7066 1.0602
H 4.9795 -5.1833 3.0392
H 3.4670 -4.6832 4.9285
H 2.0127 -2.6872 4.8578
H 2.0722 -1.1869 2.8808
H 1.5790 -3.4209 0.4422
H 0.8746 -4.9824 -1.3481
H 1.9699 -4.8907 -3.5598
H 3.7558 -3.2446 -4.0022
H 4.4457 -1.6647 -2.2175

Force components x, y, z for each atom (eV/Å):
1.2633 -0.8375 -0.0115
-0.0089 -0.0415 0.0006
-0.0111 0.0292 0.0350
-0.0410 0.0684 -0.0193
-0.3152 -0.2653 0.2276
0.1196 -0.0358 -0.0504
-0.3862 0.4524 0.2287
-0.0414 0.0344 -0.0278
-0.0977 -0.1100 0.0088
0.0499 -0.0392 -0.0442
-0.0250 0.1205 0.0450
0.0429 -0.1304 -0.0627
0.0626 0.1279 0.1742
-0.1385 0.3599 -0.2106
-0.0504 -0.0029 -0.0205
0.0145 0.0454 -0.0156
0.0128 -0.0131 -0.0433
0.0041 0.0003 0.0080
-0.0173 -0.0007 -0.0023
0.0007 -0.0057 -0.0039
0.0096 0.0046 0.0115
-0.0198 -0.0323 -0.0625
0.0216 0.1280 -0.0212
0.0117 -0.1202 0.1327
0.0517 0.1071 -0.0822
-0.0144 0.0293 -0.0600
-0.3982 0.0223 -0.1850
0.2035 0.0181 -0.0356
-0.0419 -0.0299 -0.0033
-0.0298 -0.0401 0.0047
-0.0692 0.0762 0.1136
-0.0570 0.1929 0.0837
0.0233 -0.0947 -0.0568
0.0729 -0.0553 -0.1072
0.0284 -0.0446 0.0373
0.0348 -0.0148 -0.0027
0.0025 0.0066 0.0009
-0.0429 0.0144 0.0804
-0.0933 0.0275 -0.0171
0.0460 -0.0209 0.0263
0.0057 -0.0154 0.0504
0.0023 -0.0040 -0.0013
0.0046 -0.0069 -0.0019
0.0030 -0.0302 -0.0111
0.0114 -0.0228 -0.0125
-0.0123 0.0203 -0.0074
0.0264 -0.0316 -0.0018
-0.0298 -0.0334 -0.0069
0.0730 -0.0497 0.0495
-0.0290 0.0266 -0.0149
0.0334 -0.0398 -0.0272
0.0303 -0.0401 0.0026
-0.0114 0.0251 -0.0514
-0.0346 -0.0224 0.0451
0.0252 0.0398 0.0327
-0.0274 0.0299 -0.0189
-0.0064 0.0037 0.0702
0.0170 0.0828 0.0085
-0.0533 -0.0490 0.0000
0.0157 -0.0114 0.0148
-0.0096 -0.0178 -0.0586
0.0166 -0.0010 0.0374
-0.3360 0.1980 0.0374
0.1402 0.0948 0.1390
-0.1688 0.0156 0.0221
0.0193 -0.0388 -0.0271
0.0102 0.0146 -0.0040
-0.0184 0.0094 0.0006
-0.0104 -0.0188 0.0429
0.1338 0.0273 0.0016
-0.0398 -0.0889 -0.0216
0.0543 0.0030 -0.0139
0.0290 -0.0316 -0.0579
-0.0257 -0.0178 0.0102
0.0339 0.0670 0.0316
-0.1093 0.0377 -0.1014
0.1301 -0.0705 -0.2138
-0.0101 -0.0038 -0.0016
0.0003 0.0011 -0.0060
0.0011 0.0005 -0.0015
0.0023 -0.0004 -0.0074
-0.0460 0.0235 0.0233
-0.0306 -0.0129 -0.0262
0.0032 0.0199 0.0003
-0.0002 0.0026 0.0006
0.0013 -0.0027 0.0033
0.0084 -0.0123 -0.0014

Atomic partial charges in e from the Löwdin method, atoms 1 to 2: atom 1 (Ir): 0.795, atom 2 (C): -0.405

***

[3]
Formula: C2H6N4O4
Source: OMol25
Level of theory: the ωB97M-V functional and the def2-TZVPD basis

The value obtained for the relative energy (zero: lowest compared OMol25 entry of this formula, charge and spin) is 3.954 eV. The charge is 0. Its orbital gap is 8.7 eV.

Cartesian coordinates (Å):
C 2.1408 -1.8886 0.2753
C 1.6749 -0.4461 0.2034
N 0.2783 -0.3814 0.2921
N -0.2103 0.8115 -0.0821
N -1.2625 0.9414 -0.7400
N -2.9612 2.2524 0.0671
O -1.7782 0.0760 -1.3463
O -3.2236 1.1595 0.3421
O -1.8546 2.2693 -0.9474
O -3.3192 3.2998 0.4751
H 3.2080 -1.9644 0.3957
H 1.5517 -2.4933 1.0665
H 1.8823 -2.3484 -0.6949
H 2.0679 0.0808 1.0928
H 1.9924 -0.0469 -0.7184
H -0.1865 -1.3216 0.3188

Force components x, y, z for each atom (eV/Å):
-1.8344 -1.1634 -0.0363
1.5988 -0.5347 2.3173
-2.4218 -1.7863 -0.5471
-0.0594 3.5266 1.5708
2.2200 -0.4955 -0.1404
1.3272 0.7580 -0.0471
-2.5719 -2.9364 -2.2116
-1.9560 -1.6810 1.5168
1.1618 0.1593 1.1208
0.0703 0.4566 -0.7739
0.2686 -0.0747 0.3255
1.2273 1.0041 -0.9522
0.1785 -0.0940 0.3504
0.3759 0.2340 -0.6838
0.7360 0.8284 -0.8988
-0.3209 1.7988 -0.9103

Atomic partial charges in e from the Löwdin method, atoms 1 to 2: atom 1 (C): -0.095, atom 2 (C): -0.303

***

[4]
Formula: C25H20BBr3F2N6O2Ti
Source: OMol25
Level of theory: the ωB97M-V functional and the def2-TZVPD basis

The charge is 0. The spin multiplicity is 3. The expectation value of S² is 2.04. Its orbital gap (spin up / spin down) is 5.0 / 6.2 eV.

Cartesian coordinates (Å):
Ti 0.8578 0.0511 0.3347
Br 5.6499 -3.9540 -2.8993
C 4.7446 -2.8408 -1.6498
C 4.6519 -3.2318 -0.3214
C 3.9712 -2.4382 0.5765
C 3.3735 -1.2399 0.1554
C 3.5492 -0.8299 -1.1782
C 4.2130 -1.6335 -2.0799
N 2.5254 -0.5239 0.9477
C 2.5315 -0.5365 2.3178
C 1.2985 -0.4377 2.9141
C 1.0512 -0.3596 4.3208
C -0.2177 -0.3141 4.7928
C -1.3047 -0.3772 3.8718
C -1.0376 -0.4761 2.5391
N 0.2089 -0.4714 2.0217
H 5.0899 -4.1654 -0.0025
H 3.8386 -2.7479 1.6034
H 3.1620 0.1415 -1.4746
H 4.3075 -1.3399 -3.1134
H 3.4591 -0.6185 2.8748
H 1.9047 -0.3353 4.9832
H -0.4165 -0.2512 5.8523
H -2.3190 -0.3871 4.2354
H -1.8410 -0.5811 1.8146
Br 0.9299 1.9674 -4.3077
C 0.8974 0.1570 -3.7448
C 1.1764 -0.8706 -4.6317
C 1.1318 -2.1850 -4.1990
Br 1.4668 -3.5377 -5.4905
C 0.8799 -2.5351 -2.8535
C 0.8268 -3.8372 -2.3334
C 0.6493 -3.9982 -0.9567
C 0.5783 -2.9054 -0.1285
N 0.5866 -1.6290 -0.5953
C 0.6905 -1.4518 -1.9467
C 0.6281 -0.1288 -2.4064
O 0.4218 0.8689 -1.4520
H 1.4276 -0.6529 -5.6577
H 0.9265 -4.6895 -2.9871
H 0.5914 -4.9902 -0.5333
H 0.5093 -3.0077 0.9520
C -2.4603 3.6172 3.1270
N -1.6207 2.9694 2.1550
C -0.1932 2.8210 2.3508
C 0.2319 2.1274 1.0633
O 1.4119 1.9160 0.6612
N -0.9032 2.0372 0.2625
C -1.9790 2.4474 0.9553
N -3.2429 2.2393 0.5425
H -1.9359 4.4833 3.5350
H -2.7162 2.9492 3.9556
H -3.3801 3.9701 2.6641
H 0.0352 2.2204 3.2470
H 0.3055 3.7991 2.4589
H -3.3750 1.9119 -0.3996
H -4.0224 2.6298 1.0343
F -1.7716 1.6789 -1.9653
B -0.9377 1.1367 -1.0259
F -1.5409 -0.0898 -0.5570

Force components x, y, z for each atom (eV/Å):
0.7125 0.7473 1.2141
-0.0916 0.0692 0.1097
0.0844 0.0644 -0.0495
0.1503 -0.0693 -0.2460
-0.3009 0.4465 0.0047
1.1006 -0.8694 -0.8275
0.0001 0.1251 0.6746
0.1101 -0.3005 -0.0936
0.4609 0.0313 0.5881
-0.0761 -0.0568 0.7562
0.8787 -0.3066 -0.1918
-0.3893 0.2628 0.4182
0.6725 0.0170 0.0324
-0.1223 -0.0929 -0.7098
-1.3584 -0.1512 0.8274
-0.0683 -0.4838 1.4796
0.0273 -0.0691 0.0121
0.0056 -0.1030 0.0407
0.0527 -0.0894 -0.0646
0.0366 0.0662 -0.0988
-0.0500 0.0788 -0.0086
0.0401 0.0112 0.0493
0.0481 -0.0188 0.0930
-0.1562 -0.0492 -0.0978
0.0600 0.0879 0.0408
0.0139 -0.2307 -0.0026
-0.0976 0.3509 0.4699
-0.0536 -0.0301 -0.0001
-0.0073 0.0486 0.1896
-0.0142 0.0619 0.1577
0.0628 0.5779 -0.3951
-0.0315 -0.3537 0.1346
0.0751 0.2187 0.1138
-0.1362 -0.7115 0.5140
-0.0334 -1.0002 -1.2575
-0.2544 0.2661 -0.7028
-0.0134 -0.7331 -1.2286
0.0123 -0.0269 -0.8519
-0.0614 0.0750 -0.0536
0.0170 0.0029 -0.0194
0.0453 -0.0079 0.0858
-0.0220 0.0016 -0.1921
-0.1845 -0.0988 0.1387
-0.1832 -0.3084 -0.9076
0.6519 -0.2217 0.0272
-0.4998 0.6651 1.2303
0.8389 0.9277 -0.0507
-0.5993 0.4325 -0.7630
0.2104 -0.1197 0.2989
0.5603 0.2093 0.1211
-0.0261 -0.0219 -0.0713
0.0462 -0.0063 -0.0774
-0.0109 0.0385 -0.0069
-0.0337 0.0596 -0.1787
-0.0766 -0.1467 -0.0491
-0.0316 -0.0017 -0.1404
-0.0294 0.0302 0.0753
0.0262 0.2553 -0.1872
-2.2225 -0.1119 -0.3076
0.2351 0.5616 -0.0660

Atomic partial charges in e from the Löwdin method, atoms 1 to 2: atom 1 (Ti): 1.065, atom 2 (Br): 0.714

***

Which total energy belongs to each record? In order, -6844.10226; -3808.43030; -599.43704; -10240.00188 a.u..